[1]
ORCA calculation (the ωB97M-V functional and the def2-TZVPD basis) on a cluster of 2 separate species, C2H4INS in total.

XYZ file:
```
9
Properties=species:S:1:pos:R:3:forces:R:3
C -0.263 -0.555 -0.286 1.170 0.313 -0.504
C -0.149 -0.111 1.115 -1.067 2.251 0.477
N 0.671 -1.192 -0.863 0.792 -0.208 0.865
S -1.618 -0.203 -1.277 -0.612 0.232 -0.178
I 1.185 2.912 -1.376 -0.063 -0.058 -0.007
H -0.180 0.988 1.271 0.027 0.082 -1.314
H 0.758 -0.247 1.654 0.591 -1.455 0.247
H -1.085 -0.249 1.622 -0.270 -1.181 0.755
H 0.681 -1.344 -1.860 -0.568 0.025 -0.341
```
Forces are in eV/Å.

Summary:
HOMO-LUMO gap (spin up / spin down) = 6.85 / 6.41 eV
electronic energy = -829.1430 Ha
energy above the lowest of the compared OMol25 structures with the same formula, charge and spin = 50.1 kcal per mole
total charge = 0

[2]
ORCA calculation (the ωB97M-V functional and the def2-TZVPD basis) on a cluster of 6 separate species, C41H32FN2O20 in total.

XYZ file:
```
96
Properties=species:S:1:pos:R:3:forces:R:3
C -7.654 -0.213 -0.995 1.508 -0.359 -0.047
C -6.567 -1.460 -0.873 2.124 -2.839 -0.230
C -6.386 -2.489 -2.171 2.076 -0.812 2.510
C -5.315 -3.744 -2.214 0.148 2.623 4.380
C -4.385 -3.981 -0.885 -2.918 3.009 -0.132
C -4.567 -2.981 0.443 -1.570 0.248 -2.736
C -5.623 -1.704 0.486 0.066 -2.517 -3.518
C -5.765 -0.692 1.810 1.068 -0.119 -1.891
N -4.893 -1.323 2.908 -1.911 -1.417 2.502
C -3.375 -1.166 3.131 -3.278 -4.730 4.941
C -3.170 -2.154 4.424 -3.028 2.711 -4.151
N -4.557 -2.710 4.794 -0.845 2.216 -3.098
C -5.668 -2.204 3.872 5.142 1.113 -0.347
F -7.132 -2.472 3.882 6.363 1.092 0.020
H -7.496 0.242 -2.081 -0.482 -0.863 2.472
H -7.338 0.589 -0.174 -0.883 -1.618 -1.903
H -8.769 -0.541 -0.853 2.280 0.508 -0.218
H -7.051 -2.341 -3.140 1.481 -0.145 2.392
H -5.156 -4.474 -3.122 -0.598 1.825 1.915
H -3.579 -4.858 -0.841 -2.013 2.299 -0.048
H -3.865 -3.269 1.364 -1.780 0.894 -2.190
H -5.282 0.357 1.590 -0.981 -2.085 0.319
H -6.878 -0.529 2.136 2.327 -0.618 -0.357
H -2.619 -0.508 2.516 -2.033 -1.319 1.169
H -2.128 -2.366 4.922 -2.761 0.128 -0.730
H -4.772 -3.373 5.577 0.477 0.953 -1.069
C -0.672 4.801 3.511 0.119 -0.372 -0.466
C -1.477 4.945 4.566 0.650 1.643 1.062
C -2.615 4.014 4.803 -0.820 -0.127 0.725
O -3.326 4.160 5.791 0.672 -0.020 -0.776
C -2.845 2.942 3.822 -0.007 0.000 0.082
C -2.041 2.801 2.766 -0.766 -1.150 -0.497
C -0.887 3.714 2.544 0.988 0.686 -0.369
O -0.156 3.548 1.573 -0.783 -0.274 0.560
O -2.253 1.797 1.838 0.808 1.055 0.608
O -1.282 5.966 5.478 -0.931 -1.786 -0.867
H 0.160 5.469 3.328 -0.112 -0.013 0.034
H -3.686 2.284 3.997 0.004 0.052 0.023
H -1.540 1.903 1.171 -0.214 0.044 0.170
H -1.992 5.855 6.148 0.302 0.092 -0.245
C -0.079 -4.124 -2.833 -0.330 -0.088 0.486
C 0.950 -4.424 -3.628 -0.178 1.284 -1.785
C 1.926 -5.488 -3.262 0.986 -0.809 0.025
O 2.850 -5.754 -4.022 -0.819 0.456 0.376
C 1.738 -6.184 -1.979 -0.045 -0.054 -0.387
C 0.711 -5.881 -1.183 0.237 -1.252 1.172
C -0.280 -4.836 -1.561 -0.448 0.565 -0.169
O -1.224 -4.593 -0.817 0.536 -0.310 -0.106
O 0.530 -6.529 0.025 -0.463 1.290 -1.317
O 1.147 -3.756 -4.823 0.162 -1.454 1.766
H -0.797 -3.354 -3.087 -0.012 -0.051 -0.020
H 2.464 -6.942 -1.718 -0.033 0.052 -0.019
H -0.280 -6.134 0.414 0.391 -0.185 -0.211
H 1.954 -4.155 -5.214 -0.107 0.323 0.033
C 2.873 -0.846 -6.156 -0.079 0.229 0.024
C 3.472 -1.870 -6.768 -0.125 -1.063 1.203
C 3.982 -1.747 -8.162 0.491 -0.264 -1.013
O 4.545 -2.699 -8.691 -0.483 0.491 0.699
C 3.781 -0.467 -8.859 0.124 -0.379 0.045
C 3.179 0.555 -8.248 -0.023 1.411 -1.318
C 2.694 0.441 -6.846 -0.472 0.373 0.888
O 2.161 1.404 -6.305 0.419 -0.587 -0.628
O 2.985 1.760 -8.899 -0.096 -1.325 1.546
O 3.641 -3.083 -6.127 0.133 1.043 -1.408
H 2.499 -0.920 -5.143 0.014 0.009 -0.046
H 4.141 -0.397 -9.878 -0.009 -0.011 0.064
H 2.531 2.338 -8.247 0.198 -0.221 -0.280
H 4.101 -3.659 -6.777 -0.082 0.200 0.231
C 4.673 7.052 3.053 0.252 0.000 0.215
C 3.361 7.127 2.825 -0.126 -0.241 -1.831
C 2.395 7.365 3.933 -0.598 0.190 0.654
O 1.196 7.448 3.690 0.706 -0.150 -0.192
C 2.930 7.487 5.298 -0.408 -0.008 -0.322
C 4.242 7.408 5.527 0.236 0.220 2.007
C 5.209 7.198 4.415 1.104 -0.143 -0.521
O 6.411 7.149 4.654 -1.043 0.062 0.117
O 4.751 7.519 6.808 -0.002 -0.257 -2.083
O 2.849 6.988 1.547 -0.104 0.257 1.949
H 5.387 6.882 2.256 -0.041 0.026 0.054
H 2.215 7.641 6.097 0.032 0.007 -0.050
H 5.724 7.430 6.710 -0.368 0.055 0.048
H 1.877 7.083 1.644 0.425 0.004 -0.082
C 3.905 -3.061 0.721 -0.449 -0.155 -0.299
C 4.762 -2.134 1.155 1.270 -0.925 1.376
C 4.706 -0.733 0.650 0.372 1.154 -0.106
O 5.494 0.101 1.081 -0.532 -0.898 -0.160
C 3.693 -0.406 -0.365 0.222 0.090 0.203
C 2.839 -1.335 -0.801 -0.960 0.901 -1.227
C 2.877 -2.727 -0.276 0.055 -0.852 0.288
O 2.067 -3.554 -0.683 0.438 0.956 0.287
O 1.886 -1.035 -1.757 0.900 -1.135 1.243
O 5.732 -2.440 2.090 -1.182 1.174 -1.358
H 3.933 -4.082 1.081 0.002 0.054 -0.027
H 3.675 0.611 -0.736 0.006 -0.047 0.019
H 1.391 -1.870 -1.903 0.172 0.307 -0.004
H 6.223 -1.603 2.241 -0.156 -0.325 -0.048
```
Forces are in eV/Å.

Summary:
HOMO-LUMO gap = 6.76 eV
electronic energy = -3294.9151 Ha
total charge = +1

[3]
ORCA calculation (the ωB97M-V functional and the def2-TZVPD basis) on a cluster of 2 separate species, C3H9NS2 in total.

XYZ file:
```
15
Properties=species:S:1:pos:R:3:forces:R:3
C -1.656 0.056 0.065 -1.199 0.404 0.056
N -0.999 0.124 -1.002 1.510 0.333 0.736
C -1.056 1.370 -1.763 -0.670 -0.821 -0.002
H -1.437 -0.593 0.912 -0.034 -0.644 -0.573
H -2.562 0.664 0.207 0.316 0.517 0.287
H -1.327 1.135 -2.786 0.032 0.205 -0.248
H -1.749 2.095 -1.325 -0.089 0.033 -0.107
H -0.049 1.781 -1.740 0.001 0.060 -0.120
C 1.211 -1.803 1.016 0.790 0.273 0.803
S 2.764 -1.027 1.640 -0.136 -0.249 -0.316
S 2.204 0.943 1.655 -0.213 0.247 0.110
H 0.802 -2.412 1.819 -0.135 -0.140 -0.196
H 0.559 -0.971 0.790 -0.119 -0.249 -0.291
H 1.487 -2.378 0.140 -0.282 -0.076 -0.087
H 1.805 1.015 0.372 0.229 0.104 -0.051
```
Forces are in eV/Å.

Summary:
HOMO-LUMO gap = 9.01 eV
SMILES = C=NC.CSS
electronic energy = -970.7722 Ha
energy above the lowest of the compared OMol25 structures with the same formula, charge and spin = 37.3 kcal per mole
total charge = 0

[4]
ORCA calculation (the ωB97M-V functional and the def2-TZVPD basis) on a cluster of 2 separate species, C2H2O3 in total.

XYZ file:
```
7
Properties=species:S:1:pos:R:3:forces:R:3
C -1.790 -1.889 1.388 -0.226 -0.056 0.207
C 0.598 0.570 -0.564 0.673 -3.384 -3.002
O -0.971 -1.664 0.655 0.200 -0.019 -0.197
O 0.203 0.908 0.648 -2.776 -0.896 3.951
O 0.641 1.880 -0.242 2.119 3.027 -1.205
H 1.440 -0.193 -0.478 -0.321 1.563 -0.773
H -0.121 0.387 -1.407 0.330 -0.234 1.018
```
Forces are in eV/Å.

Summary:
HOMO-LUMO gap = 11.46 eV
electronic energy = -302.9643 Ha
energy above the lowest of the compared OMol25 structures with the same formula, charge and spin = 104.2 kcal per mole
total charge = 0